Molecular formula: C21H21BrN2O5
Method: DFT, ωB97M-V/def2-TZVPD

The total energy is -3872.3689 Eh. The value obtained for the energy above the lowest of the compared OMol25 structures with the same formula, charge and spin is 515.5 kJ/mol. Its spin multiplicity is 1. Its SMILES is COC(=O)C1=C(C)N=C(C)/C(=C(/O)OC)[C@H]1c1c(-c2ccc(Br)cc2)noc1C.

Structure (XYZ):
```
50
Properties=species:S:1:pos:R:3:forces:R:3
O 0.119572 2.632610 -2.362317 0.848 0.141 -1.356
Br 1.366200 -6.446316 -2.002418 -0.813 1.408 0.002
N -2.834560 -0.763753 -1.904479 -0.019 0.825 1.727
N 2.021617 1.975797 1.551996 -2.136 -2.019 1.743
O -3.229159 0.451695 -1.252771 -0.422 -0.315 0.112
O -1.834807 -1.012387 2.103125 1.131 0.818 0.329
O 1.817165 1.014765 -2.573443 -2.027 1.443 2.350
O -0.616831 0.254458 3.641818 -1.730 -1.316 0.952
C 0.902697 1.858977 -1.879013 -0.786 -1.222 -1.602
C -1.688427 -1.040147 -1.336304 -0.798 3.913 -0.611
C 1.428041 0.925905 2.116252 1.415 1.606 0.072
C 1.423611 2.476560 0.395267 0.840 -1.891 -2.096
C -2.273663 0.847408 -0.371329 -0.730 1.755 -0.832
C 0.816316 1.573778 -0.466295 1.477 2.510 1.762
C -1.226516 0.043793 -0.508059 1.686 -0.414 0.736
C -0.713078 -0.289671 2.392418 0.868 2.800 -0.692
C 0.231354 0.309489 1.569078 -1.027 -1.203 -1.085
C -0.154289 -4.134973 -2.960260 -1.758 3.599 0.494
C 0.278993 -4.096861 -0.627530 0.915 0.911 0.383
C -0.815235 -2.846575 -2.840910 0.514 -0.479 1.512
C -0.363466 -2.812033 -0.483771 1.468 -2.425 -1.377
C 0.405063 -4.719933 -1.887012 0.390 -0.448 2.620
C -0.919233 -2.154796 -1.573018 1.750 -5.646 -2.789
C 1.845641 1.021750 -3.973080 -0.378 -0.032 -0.414
C -1.747234 0.025750 4.514541 1.552 -3.004 1.322
C 2.207402 0.288257 3.254237 -0.652 -0.134 0.973
C 2.018901 3.793147 -0.013745 0.930 -1.542 1.523
C -2.379534 2.178382 0.362106 0.718 0.410 -2.193
C 0.199614 0.338496 -0.007091 -1.048 -2.214 2.300
H -2.087828 -0.740877 1.199269 0.036 -0.267 -0.056
H -0.133074 -4.622857 -3.857122 0.044 -0.910 -2.418
H 0.891114 -4.559010 0.183707 -1.024 0.609 -0.399
H -1.261917 -2.329316 -3.682174 0.079 -0.415 -0.223
H -0.354782 -2.262422 0.407988 0.038 0.028 1.574
H 2.758247 0.510728 -4.151208 0.985 0.000 -0.784
H 1.755805 2.003744 -4.389198 0.489 0.763 -0.122
H 1.076043 0.461294 -4.487501 -0.648 -0.466 0.477
H -2.620641 0.532551 4.317885 -1.453 2.264 -0.755
H -1.452578 0.099936 5.584578 0.147 0.437 -0.977
H -2.146019 -0.998614 4.417506 0.704 -0.006 -0.015
H 2.207253 -0.838440 3.188574 -0.007 1.240 0.128
H 3.194254 0.704419 3.168730 0.657 -0.188 -0.114
H 1.881668 0.614168 4.295767 -0.048 -0.549 -1.406
H 1.734055 4.155425 -0.930381 -0.385 0.356 -2.576
H 3.110262 3.785602 0.160066 -0.556 0.012 -0.264
H 1.596564 4.500732 0.628363 -0.439 1.314 1.501
H -2.704574 2.917490 -0.372326 -0.183 -0.060 -0.292
H -3.119852 2.246922 1.106122 -0.729 -0.400 1.251
H -1.408989 2.614450 0.665964 -0.408 -0.939 0.178
H 0.798832 -0.489498 -0.332602 0.525 -0.656 -0.573
```
Positions in Å, forces in eV/Å.